# 1
119
Properties=species:S:1:pos:R:3 method="wB97M-V/def2-TZVPD" total_energy_ev=-101403.067 total_charge=-1 orbital_gap_ha=0.2745 max_force_ev_per_a=0.91 mol_weight_g_mol=905.9 spin_multiplicity=1 homo_energy_ha=-0.200
C 6.25952 0.15861 0.95586
C 5.31536 0.88374 -0.00625
C 4.70937 2.17894 0.55998
C 4.37041 2.09612 2.05691
C 3.07741 2.80601 2.47914
C 2.01424 1.81553 2.92994
C 2.26061 1.26356 4.33936
C 1.45811 0.00628 4.69849
Al 1.42765 -1.56424 3.46462
O 0.31771 -1.30718 2.15191
C 0.18695 -2.32262 1.15746
C -0.44256 -1.77292 -0.12289
C 0.54229 -1.55515 -1.26436
P 0.74421 -3.58023 4.59166
O 0.28832 -4.67481 3.66184
P 3.62541 -2.06017 2.59965
O 4.01820 -3.48821 2.54454
O 3.77390 -1.44350 1.09593
O 4.80119 -1.18544 3.34134
H 6.98384 -0.44874 0.40336
H 5.71473 -0.52076 1.61788
H 6.82962 0.85831 1.57798
H 5.84189 1.10234 -0.94294
H 4.49514 0.20409 -0.26717
H 3.79588 2.41546 -0.00322
H 5.39622 3.01790 0.38634
H 4.31083 1.04249 2.35846
H 5.21204 2.51939 2.61846
H 3.26214 3.50084 3.31010
H 2.70297 3.42251 1.65007
H 1.88719 0.99974 2.20280
H 1.04807 2.34073 2.95112
H 1.98649 2.07924 5.02615
H 3.33937 1.10879 4.50226
H 1.80451 -0.36112 5.67814
H 0.40814 0.29706 4.86006
H -0.41526 -3.15078 1.55712
H 1.16683 -2.76821 0.91851
H -1.23454 -2.45477 -0.46144
H -0.91515 -0.82515 0.11689
H 1.31873 -0.83299 -0.98179
H 0.03505 -1.15921 -2.15206
H 1.03157 -2.49096 -1.55210
H 1.74901 -4.01650 5.50161
H -0.25948 -3.29693 5.56729
H 3.32135 -0.59236 1.01857
H 4.43083 -0.74157 4.11676
F 0.99636 3.58889 -1.11469
C -0.30543 3.32422 -0.84779
C -1.26921 3.92803 -1.62989
C -2.60307 3.65040 -1.36281
C -2.94734 2.79348 -0.32575
C -1.95149 2.21564 0.44985
C -0.61317 2.46783 0.18747
H -0.97556 4.59630 -2.42817
H -3.37276 4.10841 -1.97192
H -3.98692 2.57711 -0.11839
H -2.20765 1.54340 1.25812
H 0.17185 2.00327 0.77019
F 2.08306 2.42821 -5.02110
C 1.58665 3.59622 -5.46833
C 1.16702 4.53807 -4.54949
C 0.65822 5.73816 -5.02572
C 0.57146 5.97870 -6.39076
C 1.00086 5.01084 -7.28829
C 1.51618 3.80568 -6.83178
H 1.24547 4.32855 -3.49083
H 0.32874 6.49103 -4.32051
H 0.17207 6.91678 -6.75309
H 0.93476 5.19123 -8.35371
H 1.85911 3.03664 -7.51037
F 10.75208 -4.16659 1.86683
C 9.42541 -4.02893 2.11350
C 8.61479 -3.52720 1.11605
C 7.25878 -3.39387 1.38070
C 6.73594 -3.74763 2.61748
C 7.58314 -4.24556 3.59818
C 8.94281 -4.39413 3.35297
H 9.04257 -3.24755 0.16272
H 6.59636 -3.00223 0.61983
H 5.67814 -3.62725 2.81378
H 7.18289 -4.51982 4.56602
H 9.62070 -4.78262 4.10109
F -1.65521 -4.26936 -2.61576
C -2.22708 -5.34948 -2.04291
C -2.25992 -5.43350 -0.66463
C -2.85115 -6.54898 -0.08915
C -3.39163 -7.55075 -0.88514
C -3.34129 -7.43694 -2.26771
C -2.75499 -6.32771 -2.86209
H -1.82872 -4.64608 -0.06053
H -2.87873 -6.63214 0.98957
H -3.84605 -8.42009 -0.42831
H -3.75669 -8.21757 -2.89252
H -2.70256 -6.21461 -3.93639
F -5.77426 4.16341 -0.20408
C -6.67835 4.09873 -1.20358
C -6.33404 3.41769 -2.35422
C -7.27244 3.32624 -3.37222
C -8.52310 3.91178 -3.22966
C -8.83634 4.59309 -2.06152
C -7.91154 4.69094 -1.03261
H -5.35311 2.96862 -2.44427
H -7.02127 2.79095 -4.27870
H -9.25192 3.83462 -4.02556
H -9.81117 5.04836 -1.94352
H -8.13730 5.20600 -0.10893
F -8.93293 1.84503 -0.15408
C -8.25701 0.67885 -0.03617
C -8.96506 -0.46745 0.26286
C -8.26419 -1.66019 0.38567
C -6.88702 -1.69103 0.21436
C -6.20440 -0.51944 -0.08454
C -6.88894 0.68158 -0.21623
H -10.03714 -0.41749 0.39723
H -8.80131 -2.57069 0.61885
H -6.34585 -2.62268 0.31469
H -5.12957 -0.53661 -0.21558
H -6.37685 1.60010 -0.45835

---

# 2
14
Properties=species:S:1:pos:R:3 method="wB97M-V/def2-TZVPD" total_energy_ev=-25420.881 total_charge=0 orbital_gap_ha=0.3391 max_force_ev_per_a=4.20 mol_weight_g_mol=130.2 spin_multiplicity=1 homo_energy_ha=-0.319
S 3.40141 0.01631 -0.15484
P 1.68622 0.76452 0.43487
C 0.36019 0.14146 -0.73721
C 0.05544 -1.18083 -0.14162
C -1.17325 -1.28049 0.42954
C -1.77695 -0.01044 0.10625
C -0.93339 0.85130 -0.45894
H 1.18619 0.38458 1.67669
H 1.54148 2.07450 0.40416
H 0.62907 0.20441 -1.77061
H 0.75541 -1.93550 -0.16366
H -1.59719 -2.21648 0.88881
H -2.89841 0.27876 0.19652
H -1.23621 1.90790 -0.70997

---

LUMO level readings, ordered: 2.02, 0.56 eV